Entry 1:
C3H4Cl2N2 as an isolated structure in a non-equilibrium geometry. Source: OMol25; level of theory: ωB97M-V with the def2-TZVPD basis set.

Positions of all 11 atoms, in Å:
1 C 0.541 1.107 -0.627
2 C -0.209 0.501 0.295
3 C -1.621 0.272 -0.142
4 N -2.369 -0.439 0.535
5 N -3.917 -0.400 -0.350
6 Cl -4.617 1.152 -0.383
7 Cl -4.780 -1.632 0.476
8 H 1.665 1.337 -0.760
9 H 0.028 1.284 -1.547
10 H 0.034 0.157 1.266
11 H -2.104 0.653 -1.107

Frontier orbital gap (eV): 9.2
HOMO (eV): -9.28
LUMO level (eV): -0.094
Energy relative to the best compared isomer or geometry (same formula, charge and spin) (kcal per mole): 103.5

---

Entry 2:
A 2-piece molecular cluster, C2HFN2O2 overall in a non-equilibrium geometry. Source: OMol25; level of theory: ωB97M-V with the def2-TZVPD basis set.

Positions of all 8 atoms, in Å:
1 C -0.716 1.008 0.564
2 C 0.745 1.034 0.783
3 N 0.185 0.026 0.001
4 N 0.359 -1.252 -0.318
5 O -1.825 1.284 0.376
6 O 1.795 1.399 1.132
7 F -0.866 -1.891 -0.228
8 H 0.323 -1.608 -2.309

Frontier orbital gap (spin up / spin down) (eV): 8.5 / 9.4
HOMO (spin up / spin down) (eV): -10.65 / -10.13
LUMO level (spin up / spin down) (eV): -2.184 / -0.730
Energy relative to the best compared isomer or geometry (same formula, charge and spin) (kcal per mole): 196.3

---

Entry 3:
C31H19Cl2N6O6SSn as an isolated structure in a non-equilibrium geometry. Source: OMol25; level of theory: ωB97M-V with the def2-TZVPD basis set.

Positions of all 66 atoms, in Å:
1 Sn -0.628 0.852 -0.401
2 Cl 2.666 -0.790 -7.273
3 C 1.931 -0.696 -5.705
4 C 2.087 -1.770 -4.812
5 C 1.510 -1.725 -3.573
6 Cl 1.741 -3.047 -2.476
7 C 0.726 -0.612 -3.128
8 O 0.152 -0.624 -1.984
9 C 0.638 0.471 -4.046
10 C -0.017 1.695 -3.692
11 O -0.452 2.019 -2.582
12 C 1.224 0.402 -5.327
13 H 2.665 -2.636 -5.109
14 H -0.113 2.428 -4.511
15 H 1.123 1.244 -6.004
16 N -2.336 3.749 3.035
17 C -2.949 2.680 3.672
18 C -3.565 2.556 4.914
19 C -4.057 1.306 5.232
20 C -3.949 0.225 4.340
21 C -3.334 0.360 3.114
22 C -2.808 1.609 2.786
23 N -2.123 2.029 1.648
24 C -1.870 3.296 1.839
25 C -1.143 4.125 0.878
26 C -1.113 5.482 0.823
27 S -0.119 5.990 -0.465
28 C 0.190 4.360 -0.866
29 N -0.394 3.493 -0.095
30 H -2.238 4.681 3.398
31 H -3.654 3.394 5.595
32 H -4.539 1.154 6.190
33 H -4.359 -0.736 4.627
34 H -3.267 -0.470 2.423
35 H -1.631 6.201 1.442
36 H 0.826 4.084 -1.698
37 O -1.014 -7.656 -1.224
38 C -1.041 -7.660 -0.053
39 O -1.063 -7.631 1.114
40 C -1.189 -4.629 -0.351
41 C -1.894 -4.213 -1.414
42 C -2.292 -2.870 -1.291
43 N -1.929 -2.195 -0.205
44 C -1.236 -2.761 0.716
45 C -0.753 -4.116 0.781
46 C -0.738 -1.828 2.135
47 O -0.955 -2.457 3.138
48 O -0.283 -0.751 1.751
49 H -2.139 -4.804 -2.289
50 H -2.883 -2.390 -2.060
51 H -0.223 -4.515 1.639
52 N 2.859 0.598 2.218
53 C 1.686 1.136 1.834
54 N 1.560 1.174 0.529
55 C 2.734 0.608 0.012
56 C 3.145 0.417 -1.306
57 C 4.372 -0.177 -1.511
58 C 5.186 -0.567 -0.434
59 C 4.801 -0.362 0.875
60 C 3.560 0.237 1.071
61 H 3.157 0.457 3.166
62 H 0.936 1.476 2.537
63 H 2.522 0.728 -2.135
64 H 4.721 -0.346 -2.522
65 H 6.142 -1.035 -0.637
66 H 5.433 -0.651 1.706

Frontier orbital gap (spin up / spin down) (eV): 5.1 / 5.2
Net charge: +1
HOMO (spin up / spin down) (eV): -10.31 / -10.31
LUMO level (spin up / spin down) (eV): -5.157 / -5.155
Energy relative to the best compared isomer or geometry (same formula, charge and spin) (kcal per mole): 39.9

---

Entry 4:
C5H11O3S as an isolated structure in a non-equilibrium geometry. Source: OMol25; level of theory: ωB97M-V with the def2-TZVPD basis set.

Positions of all 20 atoms, in Å:
1 C 0.113 0.538 -2.522
2 C -0.183 -0.780 2.300
3 C -0.834 0.104 -1.346
4 C -0.830 -0.662 1.021
5 C -0.054 -0.047 -0.102
6 O 2.384 1.091 0.435
7 O 0.379 2.033 1.543
8 O 1.339 -1.094 -0.449
9 S 1.027 1.625 0.288
10 H 0.824 -0.180 -2.737
11 H 0.790 1.356 -2.216
12 H -0.528 0.776 -3.390
13 H -0.165 0.207 2.794
14 H 0.824 -1.284 2.243
15 H -0.775 -1.474 2.992
16 H -1.580 0.849 -1.179
17 H -1.467 -0.778 -1.850
18 H -1.330 -1.511 0.648
19 H -1.747 -0.042 1.229
20 H 1.814 -0.725 0.295

Frontier orbital gap (eV): 7.2
Net charge: -1
HOMO (eV): -3.32
LUMO level (eV): 3.833
Energy relative to the best compared isomer or geometry (same formula, charge and spin) (kcal per mole): 59.4

---

Entry 5:
C4H6O2 as an isolated structure. Source: OMol25; level of theory: ωB97M-V with the def2-TZVPD basis set.

Positions of all 12 atoms, in Å:
1 C -1.855 0.329 1.049
2 O -0.630 -0.980 1.437
3 C -0.944 -0.394 0.354
4 C -0.301 -0.486 -0.996
5 O 1.066 -0.165 -1.043
6 C 1.580 0.619 0.019
7 H 0.905 1.436 0.308
8 H -2.859 -0.037 1.252
9 H -0.875 0.147 -1.688
10 H -0.405 -1.530 -1.320
11 H 1.778 -0.003 0.899
12 H 2.520 1.045 -0.335

Frontier orbital gap (eV): 9.5
HOMO (eV): -9.19
LUMO level (eV): 0.349
Energy relative to the best compared isomer or geometry (same formula, charge and spin) (kcal per mole): 120.1

---

Entry 6:
An isolated ion of composition C5H11N2O2 and charge +1 in a non-equilibrium geometry. Source: OMol25; level of theory: ωB97M-V with the def2-TZVPD basis set.

Positions of all 20 atoms, in Å:
1 C -1.928 1.105 -0.905
2 C -0.941 0.368 -0.054
3 N -1.390 -0.735 0.765
4 O -2.554 -1.045 0.724
5 C 0.131 -0.614 -1.044
6 N 1.084 -1.238 -0.085
7 C 1.920 -0.145 0.502
8 C 0.915 0.711 1.343
9 O -0.123 1.299 0.573
10 H -2.594 1.708 -0.405
11 H -2.538 0.337 -1.610
12 H -1.543 1.944 -1.425
13 H -0.502 -1.442 -1.468
14 H 0.725 0.001 -1.606
15 H 1.572 -1.967 -0.582
16 H 0.650 -1.686 0.805
17 H 2.467 0.507 -0.377
18 H 2.760 -0.623 1.020
19 H 0.383 -0.068 2.124
20 H 1.505 1.582 1.705

Frontier orbital gap (eV): 8.8
SMILES string: C[C@@]1(N=O)C[NH2+]CCO1
Net charge: +1
HOMO (eV): -13.41
LUMO level (eV): -4.616
Energy relative to the best compared isomer or geometry (same formula, charge and spin) (kcal per mole): 118.3

---

Entry 7:
A single C26H31FN4O3 molecule. Source: OMol25; level of theory: ωB97M-V with the def2-TZVPD basis set.

Positions of all 65 atoms, in Å:
1 C -2.557 5.713 -2.194
2 N -2.103 4.454 -1.643
3 C -2.736 3.303 -2.106
4 O -3.641 3.380 -2.924
5 C -2.258 2.054 -1.574
6 C -1.253 1.976 -0.670
7 O -0.714 0.847 -0.164
8 C -1.204 -0.412 -0.577
9 C -2.393 -0.855 0.278
10 C -2.862 -2.261 -0.100
11 C -1.762 -3.294 0.089
12 O -1.052 -3.675 -0.820
13 N -1.626 -3.749 1.355
14 C -0.728 -4.829 1.698
15 C 0.458 -4.433 2.606
16 N 1.423 -3.492 2.091
17 C 1.916 -3.790 0.758
18 C 3.140 -2.910 0.480
19 N 2.857 -1.502 0.636
20 C 2.450 -0.734 -0.442
21 C 2.011 -1.272 -1.658
22 C 1.654 -0.466 -2.722
23 C 1.716 0.913 -2.622
24 C 2.172 1.479 -1.445
25 C 2.537 0.666 -0.395
26 F 3.022 1.272 0.723
27 C 2.323 -1.241 1.955
28 C 1.070 -2.092 2.208
29 C -0.660 3.197 -0.175
30 C 0.335 3.179 0.807
31 C 0.907 4.346 1.254
32 C 0.484 5.560 0.722
33 C -0.507 5.604 -0.234
34 C -1.106 4.426 -0.701
35 H -3.340 5.474 -2.914
36 H -2.971 6.353 -1.413
37 H -1.743 6.229 -2.704
38 H -2.762 1.188 -1.971
39 H -0.365 -1.099 -0.448
40 H -1.464 -0.408 -1.640
41 H -3.217 -0.149 0.145
42 H -2.095 -0.823 1.330
43 H -3.732 -2.532 0.501
44 H -3.145 -2.276 -1.153
45 H -2.223 -3.388 2.082
46 H -1.295 -5.613 2.211
47 H -0.355 -5.228 0.753
48 H 0.075 -4.033 3.549
49 H 0.995 -5.362 2.828
50 H 2.211 -4.842 0.725
51 H 1.151 -3.614 -0.014
52 H 3.536 -3.101 -0.517
53 H 3.916 -3.158 1.214
54 H 1.924 -2.341 -1.770
55 H 1.307 -0.926 -3.635
56 H 1.423 1.541 -3.448
57 H 2.261 2.548 -1.329
58 H 2.075 -0.189 2.072
59 H 3.088 -1.508 2.691
60 H 0.706 -1.903 3.221
61 H 0.289 -1.792 1.490
62 H 0.642 2.226 1.202
63 H 1.680 4.319 2.005
64 H 0.931 6.481 1.063
65 H -0.817 6.561 -0.618

Frontier orbital gap (eV): 8.2
SMILES string: Cn1c(=O)cc(OCCCC(=O)NCCN2CCN(c3ccccc3F)CC2)c2ccccc21
HOMO (eV): -7.67
LUMO level (eV): 0.518
Energy relative to the best compared isomer or geometry (same formula, charge and spin) (kcal per mole): 17.7

---

Entry 8:
C8H8AgF6SbTe as an isolated structure in a non-equilibrium geometry. Source: OMol25; level of theory: ωB97M-V with the def2-TZVPD basis set.

Positions of all 25 atoms, in Å:
1 Ag -0.001 0.001 -2.899
2 C -1.328 0.595 1.415
3 Te -0.001 0.001 -0.191
4 C 1.326 -0.593 1.415
5 C 0.642 -0.287 2.710
6 C 1.273 -0.569 3.917
7 C 0.636 -0.284 5.111
8 C -0.638 0.286 5.111
9 C -1.275 0.571 3.917
10 C -0.644 0.289 2.710
11 H -2.275 0.052 1.318
12 H -1.554 1.663 1.318
13 H 2.273 -0.050 1.318
14 H 1.552 -1.662 1.318
15 H 2.258 -1.010 3.915
16 H 1.128 -0.505 6.045
17 H -1.130 0.506 6.045
18 H -2.260 1.012 3.915
19 F -0.002 0.001 -4.940
20 Sb 0.003 -0.003 -7.141
21 F 0.193 -1.869 -6.827
22 F -1.864 -0.192 -6.835
23 F 0.006 -0.006 -9.003
24 F -0.188 1.865 -6.835
25 F 1.869 0.187 -6.828

Frontier orbital gap (spin up / spin down) (eV): 8.0 / 5.0
Net charge: +1
HOMO (spin up / spin down) (eV): -13.85 / -13.83
Spin multiplicity: 2
LUMO level (spin up / spin down) (eV): -5.863 / -8.845

---

Entry 9:
A 2-piece molecular cluster, C6H7N overall in a non-equilibrium geometry. Source: OMol25; level of theory: ωB97M-V with the def2-TZVPD basis set.

Positions of all 14 atoms, in Å:
1 C 2.288 1.100 -0.513
2 C 2.472 0.776 0.626
3 C 0.972 -2.460 -0.447
4 C -2.030 -0.283 -0.191
5 C 0.114 -1.471 -0.339
6 C -2.411 1.051 -0.189
7 N -1.031 -0.954 -0.304
8 H 2.068 1.152 -1.527
9 H 2.029 -2.292 -0.142
10 H 0.596 -3.395 -0.856
11 H 2.734 0.758 1.632
12 H -3.359 1.178 0.404
13 H -2.772 1.250 -1.161
14 H -1.674 1.913 0.147

Frontier orbital gap (eV): 7.8
HOMO (eV): -7.19
LUMO level (eV): 0.603
Energy relative to the best compared isomer or geometry (same formula, charge and spin) (kcal per mole): 162.0

---

Entry 10:
A 4-piece molecular cluster, C12H17F3NO9 overall in a non-equilibrium geometry. Source: OMol25; level of theory: ωB97M-V with the def2-TZVPD basis set.

Positions of all 42 atoms, in Å:
1 C -0.842 2.734 0.384
2 C -1.998 1.849 0.993
3 C -3.254 1.951 0.103
4 N -3.965 3.255 0.083
5 H -1.209 3.365 -0.455
6 H -0.036 2.082 -0.005
7 H -0.377 3.346 1.179
8 H -2.220 2.259 2.004
9 H -3.961 1.190 0.480
10 H -3.016 1.687 -0.936
11 H -3.491 3.946 -0.473
12 H -4.174 3.584 1.008
13 C -1.143 -2.369 -1.870
14 C -1.552 -0.995 -2.314
15 O -0.486 -0.187 -1.836
16 C 0.615 -0.970 -1.810
17 O 1.729 -0.570 -1.716
18 O 0.288 -2.284 -1.915
19 F -2.700 -0.609 -1.724
20 H -1.462 -2.583 -0.854
21 H -1.509 -3.156 -2.527
22 H -1.640 -0.873 -3.398
23 C 3.619 2.450 0.091
24 C 3.847 3.851 -0.405
25 O 3.085 4.627 0.500
26 C 3.060 3.938 1.674
27 O 2.742 4.401 2.714
28 O 3.457 2.655 1.497
29 F 3.358 4.027 -1.661
30 H 2.709 2.008 -0.322
31 H 4.459 1.788 -0.113
32 H 4.890 4.177 -0.376
33 C 0.389 -5.310 2.111
34 C 0.945 -5.077 0.733
35 O -0.220 -5.093 -0.074
36 C -1.242 -4.665 0.716
37 O -2.289 -4.297 0.308
38 O -0.896 -4.695 2.025
39 F 1.767 -6.090 0.346
40 H 0.271 -6.374 2.332
41 H 0.992 -4.851 2.892
42 H 1.460 -4.122 0.609

Frontier orbital gap (eV): 3.2
Net charge: -1
HOMO (eV): -0.78
LUMO level (eV): 2.385

---

Entry 11:
C2HCrLiO2 as an isolated structure in a non-equilibrium geometry. Source: OMol25; level of theory: ωB97M-V with the def2-TZVPD basis set.

Positions of all 7 atoms, in Å:
1 O 2.013 1.335 0.854
2 C 0.903 1.069 0.601
3 C -0.340 0.730 0.285
4 H -1.130 1.337 0.739
5 Cr -1.084 -1.962 0.137
6 Li -0.735 0.355 -2.273
7 O -0.572 -0.325 -0.608

Frontier orbital gap (spin up / spin down) (eV): 6.3 / 8.2
Net charge: +2
HOMO (spin up / spin down) (eV): -17.87 / -18.45
Spin multiplicity: 5
LUMO level (spin up / spin down) (eV): -11.588 / -10.216

---

Entry 12:
A single BClH6NOP molecule. Source: OMol25; level of theory: ωB97M-V with the def2-TZVPD basis set.

Positions of all 11 atoms, in Å:
1 N 1.713 -0.764 0.409
2 B 0.761 0.215 -0.044
3 O 1.220 1.406 -0.542
4 P -1.209 -0.140 0.042
5 Cl -3.507 -0.516 0.116
6 H 1.887 -1.565 -0.183
7 H 2.615 -0.324 0.568
8 H 0.607 2.149 -0.492
9 H -1.275 -0.855 -1.156
10 H -1.214 -0.809 1.265
11 H -1.598 1.203 0.018

Frontier orbital gap (eV): 8.9
SMILES string: NB(O)[PH3]Cl
HOMO (eV): -8.93
LUMO level (eV): -0.059